(1)
Entry from the OMol25 dataset: a cluster of 2 separate species, C2H4NPS in total at a distorted geometry (the ωB97M-V functional and the def2-TZVPD basis).

Structure (XYZ):
```
9
Properties=species:S:1:pos:R:3:forces:R:3:lowdin_charge:R:1
C -0.62590 -0.01784 0.70940 0.43 -1.12 -1.80 -0.19
C 0.35728 -0.23281 -0.38884 0.63 -1.00 0.42 -0.09
N -0.39336 -1.35706 0.21564 -0.44 -1.64 0.42 -0.54
P -0.86094 -2.90368 0.14867 0.32 2.22 -0.09 0.94
S -3.26041 0.73777 -1.20301 0.25 -0.24 0.15 -0.41
H -0.37226 0.16550 1.67790 1.35 0.33 2.55 0.09
H -1.58616 0.36991 0.51145 -1.64 0.47 -1.24 -0.06
H -0.04199 -0.09679 -1.41481 0.77 0.42 0.62 0.11
H 1.45868 -0.33095 -0.08951 -1.68 0.56 -1.02 0.14
```
Forces are in eV/Å.

For the relative energy (zero: lowest compared OMol25 entry of this formula, charge and spin), the calculation gives 150.2 kcal per mole. Its largest force on an atom is 2.906 eV/Å. The calculation puts the HOMO energy (alpha / beta) at -6.79 / -6.75 eV. Its energy is -872.65400 Ha.

***

(2)
Entry from the OMol25 dataset: a structure of composition C4H7N3 (the ωB97M-V functional and the def2-TZVPD basis).

Structure (XYZ):
```
14
Properties=species:S:1:pos:R:3:forces:R:3:lowdin_charge:R:1
N 1.51601 -1.25992 -1.52320 0.11 0.04 0.12 0.11
C 0.66136 -0.63808 -0.61494 -0.15 0.10 0.16 -0.39
C 0.50497 0.66384 -0.26524 0.00 -0.16 -0.03 0.00
C -0.64458 0.67787 0.63884 0.10 -0.13 0.07 -0.48
N -0.93195 1.76155 1.49800 -0.21 0.04 -0.08 0.06
C -1.12815 -0.67534 0.88720 0.35 0.17 -0.22 -0.06
N -0.29777 -1.39297 0.04501 -0.01 -0.04 -0.10 0.01
H 2.23697 -0.63504 -1.86107 -0.10 -0.10 0.03 0.09
H 1.93552 -2.10546 -1.15291 -0.06 0.09 -0.08 0.09
H 1.11145 1.50827 -0.56591 -0.10 -0.16 0.04 0.10
H -1.70112 1.51949 2.11411 0.10 0.06 -0.03 0.08
H -1.14973 2.61104 0.98928 0.03 -0.08 0.11 0.08
H -1.64006 0.32495 -0.00391 -0.09 -0.02 -0.07 0.17
H -0.47294 -2.36019 -0.18525 0.02 0.18 0.06 0.13
```
Forces are in eV/Å.

For the relative energy (zero: lowest compared OMol25 entry of this formula, charge and spin), the calculation gives 57.2 kcal per mole. Its largest force on an atom is 0.449 eV/Å. The calculation puts the HOMO energy at -8.49 eV. Its energy is -320.79217 Ha.

***

(3)
Entry from the OMol25 dataset: a structure of composition C31H36N8O4STi (the ωB97M-V functional and the def2-TZVPD basis).

Structure (XYZ):
```
81
Properties=species:S:1:pos:R:3:forces:R:3:lowdin_charge:R:1
Ti 0.15707 0.97142 0.11270 0.10 0.03 -0.10 0.98
C 1.75086 -0.56259 -5.71288 0.00 0.01 0.01 -0.08
C 1.56944 -1.57635 -4.59444 0.00 -0.01 -0.01 -0.22
N 2.03666 -1.07830 -3.29820 0.01 0.01 0.01 0.00
C 1.33088 -0.23211 -2.54760 -0.03 0.00 0.00 -0.71
S 2.13734 0.45733 -1.13073 0.00 0.00 0.00 0.79
N 0.12255 0.10761 -2.90862 0.01 -0.01 0.00 0.04
N -0.45794 0.93671 -1.99369 -0.03 0.02 -0.02 -0.08
C -1.49912 1.60951 -2.34151 0.00 0.00 -0.01 -0.23
C -2.14935 1.52326 -3.67843 -0.01 0.00 0.00 0.01
C -1.99349 2.55823 -1.32191 0.00 -0.01 0.00 -0.19
C -3.07345 3.39314 -1.54550 0.00 0.01 -0.01 0.03
C -3.43144 4.31496 -0.57106 0.00 0.00 0.01 0.00
C -2.68815 4.38862 0.59307 0.00 0.00 -0.01 0.00
C -1.61945 3.52248 0.74701 0.00 0.00 0.01 -0.09
N -1.28567 2.62265 -0.17594 0.00 -0.02 0.00 0.00
H 1.38917 -0.97644 -6.65354 0.00 -0.01 0.00 0.08
H 2.80191 -0.30289 -5.84017 0.00 0.00 0.00 0.08
H 1.18965 0.34698 -5.50065 0.00 0.00 0.00 0.06
H 2.12764 -2.48873 -4.79941 0.00 0.00 0.00 0.12
H 0.52098 -1.84760 -4.48155 0.00 0.00 0.00 0.11
H 3.00241 -1.21304 -3.05017 0.00 0.00 0.00 0.13
H -1.65308 0.77922 -4.29111 0.00 0.00 0.00 0.08
H -2.10839 2.48999 -4.18454 0.00 0.00 0.00 0.11
H -3.20164 1.25436 -3.56521 0.00 0.00 0.00 0.10
H -3.62482 3.33139 -2.47206 0.00 0.00 0.00 0.12
H -4.27420 4.97413 -0.72937 0.00 0.00 0.00 0.13
H -2.91982 5.10220 1.37014 0.00 0.00 0.00 0.12
H -0.99911 3.55812 1.63426 0.00 0.00 0.00 0.12
O -1.75216 0.16303 0.38238 -0.02 -0.01 0.01 -0.06
C -1.39920 -0.99953 0.00210 0.00 0.00 0.01 -0.53
O -0.18162 -1.13572 -0.29797 0.01 0.03 0.01 -0.11
C -2.34937 -2.12123 -0.07072 -0.01 0.00 0.00 -0.11
C -3.66280 -1.97706 0.37236 0.00 0.00 0.00 0.02
C -4.53232 -3.05512 0.31740 0.01 0.01 0.01 -0.02
C -4.09521 -4.28113 -0.16705 0.00 -0.01 0.00 0.04
C -2.78355 -4.39707 -0.59122 0.00 0.02 0.01 -0.12
C -1.90312 -3.33848 -0.56788 0.01 0.00 -0.01 0.06
N -2.28612 -5.70377 -1.07202 0.00 -0.01 0.00 -0.35
O -3.09792 -6.57966 -1.24404 0.00 0.00 0.00 0.12
O -1.08564 -5.80301 -1.24687 0.00 0.00 0.00 0.08
H -3.99123 -1.02144 0.75846 0.00 0.00 0.00 0.13
H -5.55244 -2.94780 0.65802 0.00 0.00 0.00 0.12
H -4.74958 -5.13986 -0.21586 0.00 0.00 0.00 0.13
H -0.89939 -3.46269 -0.94440 0.00 0.00 0.00 0.12
N 2.25182 2.60918 2.74788 0.01 -0.01 0.00 0.19
C 2.11831 3.30132 1.60009 0.00 0.00 0.00 -0.33
C 2.72122 4.58019 1.52110 0.00 0.00 0.00 0.00
C 2.64366 5.30429 0.37132 0.00 0.00 0.01 -0.02
C 1.96650 4.75992 -0.73263 -0.01 0.00 -0.02 -0.04
C 1.39757 3.53526 -0.58676 0.02 0.00 0.03 -0.18
N 1.42300 2.79195 0.56273 -0.01 -0.02 -0.02 -0.02
H 1.92320 1.66562 2.83837 -0.01 0.00 0.00 0.05
H 2.81334 2.99373 3.48560 0.00 0.01 0.00 0.12
H 3.25077 4.95418 2.38672 0.00 0.00 0.00 0.12
H 3.10986 6.27833 0.30749 0.00 0.00 0.00 0.13
H 1.90268 5.27974 -1.67640 0.00 0.00 0.00 0.12
H 0.89176 3.07992 -1.42717 0.00 0.01 0.00 0.09
C 0.96055 -3.39827 1.48463 -0.03 -0.01 -0.01 0.03
N 2.33018 -2.97862 1.89926 0.01 -0.01 0.00 -0.16
C 2.70476 -3.60668 3.19958 0.01 -0.01 0.02 0.02
C 2.52832 -1.46975 1.83210 0.00 0.01 0.01 -0.07
C 1.53531 -0.66930 2.63439 0.02 -0.01 0.00 -0.24
C 1.63570 -0.67791 4.02788 -0.01 0.01 0.00 -0.04
C 0.73262 0.01317 4.82415 0.01 0.00 -0.01 -0.04
C -0.28324 0.73957 4.22567 0.00 0.00 0.01 -0.04
C -0.34260 0.80483 2.83913 -0.01 -0.03 0.00 -0.12
C 0.56481 0.13426 2.00989 -0.05 0.00 0.08 -0.19
H 0.92621 -4.48408 1.43613 0.01 0.00 0.00 0.12
H 0.74179 -2.95303 0.52016 0.01 0.00 0.00 0.08
H 0.25349 -3.03073 2.22499 0.00 0.00 0.00 0.12
H 2.97554 -3.35116 1.20234 0.00 0.00 0.00 0.19
H 1.95541 -3.35005 3.94156 0.00 0.01 0.00 0.10
H 3.68524 -3.25075 3.50564 0.00 0.00 -0.01 0.11
H 2.72710 -4.68519 3.06384 -0.01 0.00 0.00 0.11
H 2.45170 -1.21486 0.77736 0.01 0.00 -0.01 0.05
H 3.55193 -1.29887 2.16811 0.00 0.00 0.00 0.15
H 2.44623 -1.21221 4.50855 0.00 -0.01 0.00 0.12
H 0.82640 -0.01817 5.90119 0.00 0.00 0.00 0.12
H -1.01101 1.26531 4.82962 0.00 0.00 0.00 0.12
H -1.14587 1.39517 2.40391 0.00 0.00 0.00 0.09
```
Forces are in eV/Å.

The total charge is +2. For the relative energy (zero: lowest compared OMol25 entry of this formula, charge and spin), the calculation gives 12.0 kcal per mole. Its largest force on an atom is 0.140 eV/Å. The calculation puts the HOMO energy at -13.34 eV. Its energy is -3189.11567 Ha.

***

(4)
Entry from the OMol25 dataset: a structure of composition C15H25EuFIO2P2 at a distorted geometry (the ωB97M-V functional and the def2-TZVPD basis).

Structure (XYZ):
```
47
Properties=species:S:1:pos:R:3:forces:R:3:lowdin_spin:R:1
C -0.19805 3.23430 -1.51542 0.11 1.94 -1.26 0.04
C -1.24576 2.33756 -0.92329 -2.57 -0.04 0.56 0.18
H -0.75460 4.10158 -1.97729 0.52 -0.83 0.45 0.01
H 0.35475 2.79232 -2.39512 -0.43 0.19 0.86 0.00
H 0.48371 3.75493 -0.77440 -0.70 -0.70 -0.55 0.00
O -2.39289 2.64326 -0.71092 2.76 -0.62 -0.42 0.10
I 2.40750 -1.19151 1.03497 -0.56 -0.96 0.10 0.00
Eu 1.63735 1.43533 -0.59418 -0.26 -0.78 0.29 5.12
P 0.18283 2.24232 1.97933 -0.51 0.31 0.67 -0.01
C -1.17984 1.65543 3.07565 -0.05 -0.21 -0.45 0.00
C 1.58852 2.08307 3.12032 0.44 0.19 0.08 0.00
H 1.48227 2.87950 3.87079 0.26 -0.35 -0.03 0.00
H -0.16417 4.31179 3.13132 -0.08 0.17 -0.45 0.00
H 2.52732 2.24039 2.56103 -0.12 -0.05 0.45 0.00
H 0.69211 4.59958 1.57659 -0.35 -0.01 0.23 0.00
H -0.97694 0.62854 3.41350 -0.14 0.33 -0.13 0.00
H 1.61632 1.09643 3.61131 0.01 0.41 -0.26 0.00
C -0.13591 4.05419 2.06071 0.20 -0.08 -0.12 0.00
H -1.22673 2.32747 3.94655 0.05 -0.25 -0.27 0.00
H -1.09329 4.31530 1.57645 0.41 -0.08 0.23 0.00
H -2.14134 1.68197 2.54272 0.26 -0.05 0.21 0.00
P 0.28559 -0.41773 -2.62010 0.02 -0.67 -0.53 0.03
C -0.96354 -1.74466 -2.85803 -0.21 0.20 0.30 0.00
C 0.00343 0.50272 -4.16426 0.07 -0.03 0.04 0.01
H 2.67790 -0.55506 -2.90340 0.07 -0.30 -0.19 0.00
H 1.80333 -1.65836 -4.02143 0.24 -0.05 0.19 0.00
H 2.02455 -2.09349 -2.28121 0.01 0.11 -0.19 0.00
C 1.85740 -1.28051 -2.99439 -0.10 0.23 0.07 0.01
H 0.77651 1.26039 -4.31736 -0.06 -0.06 -0.16 0.00
H 0.06075 -0.25639 -4.94960 -0.09 0.38 -0.23 0.00
H -0.74748 -2.23771 -3.81870 -0.05 0.11 0.34 0.00
H -1.94789 -1.26433 -2.92500 0.15 -0.15 -0.01 0.00
H -0.98267 0.98009 -4.16324 0.17 -0.11 -0.07 0.00
H -1.01229 -2.48451 -2.04795 0.20 0.25 -0.19 0.00
C -0.80991 0.65579 -0.41629 -2.73 0.12 2.08 0.28
O -1.73502 0.11132 0.10479 2.36 0.60 -1.62 0.25
F -1.91982 -5.72227 1.84339 1.61 1.48 -0.68 0.00
C -0.99725 -4.71756 1.57128 -1.38 -0.41 1.75 0.00
C -1.06699 -3.57552 2.40460 1.13 0.73 -1.08 0.00
C -0.12752 -2.52675 2.16072 -0.99 -0.48 0.94 0.00
C 0.80739 -2.68730 1.16360 0.15 0.37 -0.11 0.00
C 0.85076 -3.81197 0.36998 0.10 -0.85 -0.18 0.00
C -0.02807 -4.88949 0.59796 -0.15 0.94 0.24 0.00
H -1.79031 -3.44589 3.21195 0.14 -0.36 -0.41 0.00
H -0.11681 -1.62090 2.78537 -0.16 -0.64 -0.26 0.00
H 1.59249 -3.92115 -0.40111 0.25 -0.05 -0.10 0.00
H 0.04229 -5.82250 0.05781 -0.01 0.09 -0.15 0.00
```
Forces are in eV/Å.

The total charge is +2. Its multiplicity is 7. For the relative energy (zero: lowest compared OMol25 entry of this formula, charge and spin), the calculation gives 0.0 kcal per mole. Its largest force on an atom is 3.434 eV/Å. The calculation puts the HOMO energy (alpha / beta) at -14.41 / -14.34 eV. Its energy is -2526.90286 Ha.